Entry from the OMol25 dataset: 6 unconnected molecules or ions with the total composition C35H45FN2O22S3 (the ωB97M-V functional and the def2-TZVPD basis).

```
108
Properties=species:S:1:pos:R:3
O 1.54 -1.26 4.60
C 0.84 -1.80 3.70
F 1.11 -3.13 3.28
C -0.35 -0.94 3.06
C 0.08 0.10 1.92
C -0.98 0.88 1.34
S -2.73 0.59 1.95
C -0.78 2.01 0.23
O -1.80 2.70 -0.09
C 0.67 2.18 -0.42
C 0.80 3.22 -1.63
C 0.28 4.71 -1.25
C 0.85 5.27 0.14
S 2.50 6.10 0.00
O 3.63 5.19 -0.39
O 2.41 7.27 -0.95
O 2.86 6.67 1.56
C 1.72 1.39 0.13
C 3.19 1.55 -0.54
C 3.26 0.98 -2.05
S 3.33 -0.88 -2.10
C 5.01 -1.47 -1.66
N 6.15 -0.82 -1.07
N 7.08 -1.84 -0.98
C 6.57 -3.06 -1.52
O 5.23 -2.85 -1.96
C 1.55 0.39 1.39
O 2.63 -0.06 1.87
H -0.85 -0.33 3.90
H -1.15 -1.64 2.63
H -3.32 -0.37 1.14
H 0.09 2.83 -2.46
H 1.84 3.32 -2.07
H 0.65 5.40 -2.08
H -0.88 4.78 -1.27
H 0.91 4.50 0.99
H 0.11 6.08 0.50
H 3.23 5.92 2.09
H 4.01 1.02 0.05
H 3.52 2.66 -0.60
H 2.45 1.37 -2.75
H 4.27 1.36 -2.49
H 7.04 -4.10 -1.61
C -4.48 -5.19 -1.32
C -4.26 -3.71 -1.11
C -3.51 -3.05 -2.23
O -2.86 -1.98 -1.57
C -2.68 -2.36 -0.28
O -1.96 -1.80 0.51
O -3.41 -3.47 0.01
H -3.55 -5.74 -1.22
H -5.17 -5.58 -0.56
H -4.91 -5.39 -2.31
H -5.22 -3.21 -0.92
H -4.18 -2.68 -3.01
H -2.76 -3.70 -2.68
C -7.25 -9.10 -3.48
C -6.83 -9.21 -2.03
C -7.96 -9.56 -1.11
O -7.57 -8.96 0.11
C -6.78 -7.90 -0.21
O -6.45 -7.04 0.55
O -6.41 -7.95 -1.53
H -7.86 -8.21 -3.65
H -6.37 -9.00 -4.12
H -7.81 -9.98 -3.81
H -6.00 -9.92 -1.93
H -8.08 -10.64 -0.99
H -8.92 -9.13 -1.41
C 9.77 -1.06 0.79
C 11.15 -1.67 0.92
C 12.04 -0.94 1.87
O 13.34 -1.19 1.34
C 13.18 -1.40 0.00
O 14.08 -1.42 -0.79
O 11.86 -1.57 -0.31
H 9.81 -0.12 0.25
H 9.12 -1.73 0.21
H 9.31 -0.90 1.76
H 11.07 -2.74 1.18
H 11.96 -1.31 2.89
H 11.87 0.15 1.87
C 2.59 9.52 2.27
C 2.23 10.19 3.58
C 1.18 11.24 3.44
O 1.48 12.14 4.50
C 2.82 12.02 4.73
O 3.47 12.78 5.40
O 3.34 10.93 4.09
H 3.15 10.20 1.62
H 3.24 8.66 2.46
H 1.70 9.17 1.74
H 1.95 9.44 4.33
H 0.17 10.84 3.56
H 1.23 11.80 2.50
C -10.09 -1.25 -1.00
C -9.00 -2.23 -1.39
C -7.62 -1.76 -1.04
O -6.82 -2.39 -2.03
C -7.62 -2.58 -3.12
O -7.22 -2.88 -4.21
O -8.93 -2.37 -2.81
H -10.07 -0.37 -1.64
H -11.07 -1.71 -1.13
H -9.99 -0.94 0.04
H -9.21 -3.22 -0.96
H -7.32 -2.07 -0.04
H -7.49 -0.68 -1.13
```

Results
**Structure (SMILES)**: O=C(F)CC1=C(S)C(=O)C(CCCS(=O)(=O)O)=C(CCSc2nnco2)C1=O.C[C@@H]1COC(=O)O1.C[C@@H]1COC(=O)O1.C[C@@H]1COC(=O)O1.C[C@@H]1COC(=O)O1.C[C@@H]1COC(=O)O1
**Gap between HOMO and LUMO**: 0.2600 Ha

***

Entry from the OMol25 dataset: 2 unconnected molecules or ions with the total composition C4H9BrN (the ωB97M-V functional and the def2-TZVPD basis).

```
15
Properties=species:S:1:pos:R:3
C -0.82 1.44 0.65
C 0.11 1.50 -0.52
C -1.02 -2.08 -0.01
C -0.26 -0.99 0.00
N -0.72 0.27 -0.38
Br 3.58 -0.03 -0.28
H -0.67 1.20 1.68
H -1.79 1.84 0.48
H -0.24 2.22 -1.22
H 1.24 1.34 -0.24
H -0.80 -2.90 0.60
H 4.14 -1.18 0.13
H -2.05 -1.96 -0.19
H 0.76 -1.03 0.39
H -1.45 0.35 -1.08
```

Results
**Charge**: +1
**Energy relative to the best compared isomer or geometry (same formula, charge and spin)**: 109.6 kJ/mol
**Gap between HOMO and LUMO**: 0.4105 Ha

***

Entry from the OMol25 dataset: a single C5H5Cl molecule (the ωB97M-V functional and the def2-TZVPD basis).

```
11
Properties=species:S:1:pos:R:3
C -1.81 -0.71 -0.88
C -0.53 -0.06 -0.59
C -1.28 0.29 -1.86
C 0.53 0.51 0.13
C 1.02 -0.18 1.31
Cl 1.36 1.82 -0.52
H -0.66 -0.29 -2.65
H -1.73 1.23 -2.10
H 2.09 -0.34 1.32
H 0.47 -1.16 1.32
H 0.93 0.43 2.19
```

Results
**Energy relative to the best compared isomer or geometry (same formula, charge and spin)**: 477.0 kJ/mol
**Gap between HOMO and LUMO (spin up / spin down)**: 0.2746 / 0.2746 Ha

***

Entry from the OMol25 dataset: a single C6H7FO molecule (the ωB97M-V functional and the def2-TZVPD basis).

```
15
Properties=species:S:1:pos:R:3
C 2.26 0.52 0.71
C 1.75 -0.35 -0.23
C 0.35 -0.85 -0.32
O -0.04 -1.89 -0.54
C -0.87 0.14 -0.12
C -0.86 1.30 -0.96
C -1.96 -0.69 0.48
F -3.23 0.04 0.29
H 1.71 1.27 1.31
H 3.43 0.51 1.00
H 2.65 -0.90 -0.66
H 0.12 1.50 -1.34
H -1.65 2.15 -0.83
H -1.88 -1.67 -0.19
H -1.78 -1.08 1.40
```

Results
**Structure (SMILES)**: C=CC(=O)C(=C)CF
**Energy relative to the best compared isomer or geometry (same formula, charge and spin)**: 374.4 kJ/mol
**Gap between HOMO and LUMO**: 0.3528 Ha

***

Entry from the OMol25 dataset: a single C4H4N6O molecule (the ωB97M-V functional and the def2-TZVPD basis).

```
15
Properties=species:S:1:pos:R:3
N -1.83 -1.32 0.23
C -0.59 -0.73 0.18
N 0.51 -1.52 0.26
C 1.63 -0.77 0.03
N 2.82 -1.24 -0.10
O 3.64 -0.11 -0.42
N 2.88 1.05 -0.60
C 1.64 0.64 -0.26
N 0.50 1.41 -0.13
C -0.61 0.71 0.02
N -1.84 1.37 0.08
H -1.91 -2.35 0.19
H -2.49 -0.69 -0.23
H -1.87 2.35 -0.09
H -2.48 1.19 0.84
```

Results
**Structure (SMILES)**: Nc1nc2nonc2nc1N
**Energy relative to the best compared isomer or geometry (same formula, charge and spin)**: 42.9 kJ/mol
**Gap between HOMO and LUMO**: 0.3109 Ha

***

Entry from the OMol25 dataset: a single C9H18NP molecule (the ωB97M-V functional and the def2-TZVPD basis).

```
29
Properties=species:S:1:pos:R:3
C 3.20 -2.01 -4.13
C 2.50 -1.58 -3.09
C 1.42 -2.37 -2.49
C 0.57 -2.19 -1.47
C 0.34 -1.06 -0.51
P -0.74 -1.47 1.07
N -1.20 0.06 1.62
C -2.35 0.80 1.15
C -2.02 2.10 0.41
C -0.52 0.55 2.81
C 0.65 1.49 2.50
H 4.00 -1.43 -4.56
H 3.00 -2.96 -4.59
H 2.71 -0.62 -2.64
H 1.30 -3.32 -3.01
H -0.13 -3.01 -1.31
H 1.30 -0.66 -0.15
H -0.17 -0.24 -1.02
H -1.89 -1.71 0.30
H -2.99 1.04 2.02
H -2.92 0.15 0.49
H -2.93 2.48 -0.06
H -1.64 2.85 1.09
H -1.28 1.92 -0.36
H -0.13 -0.31 3.35
H -1.25 1.06 3.45
H 0.30 2.40 2.02
H 1.16 1.75 3.42
H 1.35 1.00 1.83
```

Results
**Structure (SMILES)**: C=C/C=C\CPN(CC)CC
**Energy relative to the best compared isomer or geometry (same formula, charge and spin)**: 0.0 kJ/mol
**Gap between HOMO and LUMO**: 0.3380 Ha

***

Entry from the OMol25 dataset: a single C19H19N3O4S molecule (the ωB97M-V functional and the def2-TZVPD basis).

```
46
Properties=species:S:1:pos:R:3
C 1.13 3.05 4.46
O 0.59 1.95 3.61
C -0.37 2.22 2.66
C -1.14 3.40 2.53
C -1.96 3.67 1.48
C -2.25 2.65 0.65
C -1.64 1.42 0.81
C -0.65 1.21 1.76
C -1.99 0.63 -0.33
C -1.48 -0.80 -0.69
C -0.23 -0.76 -1.65
C -0.57 -0.76 -3.20
O -1.40 -0.36 -3.96
N 0.43 -1.53 -3.81
C 1.18 -2.28 -2.94
C 2.26 -3.17 -3.12
C 2.82 -3.71 -1.99
C 2.30 -3.40 -0.72
S 2.93 -4.22 0.82
N 4.26 -3.33 1.21
O 3.52 -5.52 0.48
O 1.98 -4.17 1.93
C 1.20 -2.57 -0.60
C 0.69 -1.99 -1.72
C -2.86 1.31 -1.07
N -3.02 2.63 -0.52
C -3.90 3.73 -0.93
H 1.46 3.91 3.87
H 1.96 2.61 4.95
H 0.28 3.38 5.03
H -1.07 4.19 3.25
H -2.50 4.65 1.31
H -0.02 0.31 1.60
H -1.28 -1.42 0.20
H -2.27 -1.28 -1.25
H 0.23 0.22 -1.37
H 0.31 -1.66 -4.75
H 2.74 -3.35 -4.06
H 3.65 -4.40 -2.08
H 5.07 -3.60 0.68
H 4.44 -3.48 2.19
H 0.86 -2.38 0.43
H -3.26 0.87 -2.02
H -3.39 4.66 -1.13
H -4.63 4.04 -0.18
H -4.42 3.44 -1.85
```

Results
**Structure (SMILES)**: COc1ccc2c(c1)c(C[C@@H]1C(=O)Nc3ccc(S(N)(=O)=O)cc31)cn2C
**Energy relative to the best compared isomer or geometry (same formula, charge and spin)**: 332.2 kJ/mol
**Gap between HOMO and LUMO**: 0.3051 Ha

***

Entry from the OMol25 dataset: a single C5H5NO2 molecule (the ωB97M-V functional and the def2-TZVPD basis).

```
13
Properties=species:S:1:pos:R:3
O -0.42 0.24 2.93
C 0.18 -0.11 1.85
O 1.14 -0.97 1.80
C 1.33 -1.33 0.30
C 0.71 -0.39 -0.38
N -0.01 0.47 0.50
C -0.94 1.07 -0.45
C -0.34 0.03 -1.47
H 1.99 -2.13 0.12
H -2.06 1.19 -0.10
H -0.28 2.01 -0.68
H -1.21 -0.69 -1.84
H -0.10 0.60 -2.57
```

Results
**Structure (SMILES)**: O=c1occ2n1CC2
**Energy relative to the best compared isomer or geometry (same formula, charge and spin)**: 416.7 kJ/mol
**Gap between HOMO and LUMO**: 0.3440 Ha

***

Table of max |F| (eV Å⁻¹), in record order: 6.32, 3.88, 4.87, 8.13, 3.99, 1.46, 4.15, 6.89